No. 1
Below is C9H14NOPS as an isolated structure, with properties calculated with ωB97M-V/def2-TZVPD.

gap between HOMO and LUMO: 7.113 eV
energy above the lowest of the compared OMol25 structures with the same formula, charge and spin: 0.00 kJ/mol
E_LUMO: -0.461 eV
spin multiplicity: 1
calculated total energy: -33219.7412 eV
HOMO: -7.6 eV

```
27
C9H14NOPS, DFT ωB97M-V/def2-TZVPD
S 0.8722 1.0177 -2.5403
P -0.4003 0.3270 -1.2415
O 0.3892 -0.4072 0.7754
N -1.4154 -0.9527 -1.5606
C 3.7303 1.0901 2.6344
C 2.4919 1.6968 2.8259
C -1.3179 1.6371 -0.4283
C -1.3357 -1.5431 -2.8737
C 2.7040 -0.4051 1.0436
C -2.0071 -1.6727 -0.4828
C 3.7847 -0.0383 1.7894
C 1.3768 1.1521 2.2091
C 1.4329 0.1148 1.2572
H 0.4082 1.6108 2.5431
H -2.1409 2.0832 -1.0230
H 4.4830 1.4323 3.2332
H -1.1972 -2.5801 -3.0867
H -1.6250 1.4416 0.6512
H -1.7575 -1.1850 0.4962
H 2.2721 2.4671 3.4893
H -3.0911 -1.7359 -0.6710
H -0.7887 2.4864 -0.1625
H -0.6991 -0.9932 -3.4735
H 2.9013 -1.2352 0.3160
H -1.4913 -2.6074 -0.5497
H -2.3775 -1.4775 -3.4641
H 4.7235 -0.3740 1.3753
```

Results of the natural (NBO) charge analysis, in e, for atoms 1 through 4:
1. S -0.427
2. P 1.577
3. O -0.739
4. N -0.760

***

No. 2
Below is a 2-piece molecular cluster, C9H14O overall, with properties calculated with ωB97M-V/def2-TZVPD.

gap between HOMO and LUMO (spin up / spin down): 2.336 / 6.603 eV
energy above the lowest of the compared OMol25 structures with the same formula, charge and spin: 179.41 kJ/mol
E_LUMO (spin up / spin down): 3.226 / 3.179 eV
spin multiplicity: 2
calculated total energy: -11604.4588 eV
total charge: -1
HOMO (spin up / spin down): 0.9 / -3.4 eV

```
24
C9H14O, DFT ωB97M-V/def2-TZVPD
O 1.0170 3.4384 -0.4199
C 0.9136 -2.7056 -0.7798
C -1.1156 3.0812 0.9129
C -0.1873 -1.7806 -0.8718
C 1.6480 -2.7066 0.4440
C 1.0588 -1.8750 1.4949
C 0.2683 2.5590 0.2520
C -0.8867 -1.7243 -2.1703
C -0.4832 -0.7869 0.0659
C 0.0855 -0.9609 1.3066
H 1.5853 -2.1231 2.4733
H -0.7444 -0.8155 -2.7833
H 0.5202 4.2917 -0.5229
H 0.7569 2.1978 1.1715
H -0.1940 -0.3227 2.1095
H -0.8469 -2.6473 -2.7984
H 1.2318 -3.3628 -1.5533
H -1.7148 3.6401 0.1159
H -1.9410 -1.7388 -1.8416
H -1.2780 0.0370 -0.2156
H 0.1830 1.5953 -0.2954
H -1.5514 2.2323 1.4909
H -0.8426 3.8106 1.7219
H 2.5177 -3.3332 0.6930
```

Results of the natural (NBO) charge analysis, in e, for atoms 1 through 4:
1. O -0.713
2. C -0.269
3. C -0.660
4. C -0.089

***

No. 3
Below is a 2-piece molecular cluster, C9H14O overall, with properties calculated with ωB97M-V/def2-TZVPD.

gap between HOMO and LUMO (spin up / spin down): 2.570 / 6.533 eV
energy above the lowest of the compared OMol25 structures with the same formula, charge and spin: 55.19 kJ/mol
E_LUMO (spin up / spin down): 3.372 / 3.347 eV
spin multiplicity: 2
calculated total energy: -11605.7463 eV
total charge: -1
HOMO (spin up / spin down): 0.8 / -3.2 eV

```
24
C9H14O, DFT ωB97M-V/def2-TZVPD
O 0.4109 -1.7265 -0.2574
C 2.3228 1.9303 -0.6282
C 3.1844 3.1547 -0.6931
C 2.0667 1.1886 -1.8125
C 1.4528 -0.0994 -1.6994
C 1.7468 1.5541 0.5672
C 0.9269 0.3904 0.6542
C 0.9640 -0.4694 -0.4684
C -4.0616 -2.7534 0.8798
C -3.4126 -1.5436 1.5845
H -3.8048 -2.8873 -0.1600
H -3.9289 -3.6241 1.4986
H 3.9146 3.0218 -1.5084
H 3.8528 3.2986 0.1601
H 1.4036 -0.8850 -2.4465
H -4.0662 -0.8821 2.1297
H -2.6940 -1.9255 2.3133
H -5.1486 -2.6080 0.8083
H 2.7314 4.0962 -1.0156
H 1.9311 2.1931 1.4350
H 0.0644 -2.1025 -1.0742
H -2.8935 -0.8686 0.9038
H 2.5034 1.6137 -2.7138
H 0.5339 -0.0659 1.5431
```

Results of the natural (NBO) charge analysis, in e, for atoms 1 through 4:
1. O -0.726
2. C -0.069
3. C -0.621
4. C -0.408

***

No. 4
Below is a 2-piece molecular cluster, C9H14O overall, with properties calculated with ωB97M-V/def2-TZVPD.

gap between HOMO and LUMO (spin up / spin down): 2.937 / 6.611 eV
energy above the lowest of the compared OMol25 structures with the same formula, charge and spin: 236.71 kJ/mol
E_LUMO (spin up / spin down): 3.972 / 3.939 eV
spin multiplicity: 2
calculated total energy: -11603.8650 eV
total charge: -1
HOMO (spin up / spin down): 1.0 / -2.7 eV

```
24
C9H14O, DFT ωB97M-V/def2-TZVPD
O 2.8135 -0.7743 -0.3847
C 0.1052 1.4974 0.1852
C -2.0182 0.9940 1.5524
C 0.0684 -0.4000 1.8679
C -0.5724 0.6942 1.1860
C 1.7701 -0.0980 0.1360
C 1.0988 -0.8721 1.1797
C -2.1491 -1.1392 -1.4255
C -1.3608 -0.5797 -2.7657
C 1.2281 1.0840 -0.4526
H -1.4411 -0.8468 -0.4829
H -1.8912 0.0898 -3.4176
H -2.1478 2.1071 1.3355
H -2.1052 -2.2577 -1.3932
H 1.5621 -1.8059 1.3294
H 1.6643 1.6164 -1.2483
H -0.3803 -0.9825 2.7026
H -3.1029 -0.6612 -1.5284
H -0.2782 2.4390 -0.0854
H 3.1533 -0.2445 -1.1654
H -2.7791 0.4395 1.2277
H -1.1596 -1.5064 -3.3163
H -2.1241 0.8518 2.7089
H -0.5000 -0.1278 -2.3690
```

Results of the natural (NBO) charge analysis, in e, for atoms 1 through 4:
1. O -0.738
2. C -0.201
3. C -0.604
4. C -0.394

***

No. 5
Below is a 2-piece molecular cluster, C9H14O overall, with properties calculated with ωB97M-V/def2-TZVPD.

gap between HOMO and LUMO: 9.798 eV
energy above the lowest of the compared OMol25 structures with the same formula, charge and spin: 135.83 kJ/mol
E_LUMO: 0.862 eV
spin multiplicity: 1
SMILES string: Cc1ccccc1.CCO
calculated total energy: -11606.2289 eV
HOMO: -8.9 eV

```
24
C9H14O, DFT ωB97M-V/def2-TZVPD
O -1.1907 4.3630 1.5082
C -0.7231 -1.1605 -1.7947
C -1.6667 3.1397 0.9923
C 1.7202 -1.7115 -1.7628
C 0.5509 -1.2883 -2.3746
C -2.2479 2.2109 2.0809
C 1.6283 -1.8858 -0.3758
C 0.4053 -1.8583 0.3091
C 2.8351 -2.0695 0.4336
C -0.6875 -1.5485 -0.4423
H 2.8649 -3.0910 0.7919
H 3.7787 -1.8491 -0.0619
H 2.6761 -1.6431 -2.2448
H -2.1778 2.5740 3.0951
H -2.4720 3.5037 0.3415
H -0.8618 2.6290 0.4363
H 0.5825 -0.8211 -3.3868
H 2.8137 -1.5102 1.3832
H -0.5566 4.1966 2.2114
H -1.6515 -0.8882 -2.2645
H 0.3321 -2.0880 1.3521
H -1.7846 1.1642 2.0380
H -3.2530 1.8619 1.9610
H -1.6735 -1.7551 -0.0245
```

Results of the natural (NBO) charge analysis, in e, for atoms 1 through 4:
1. O -0.716
2. C -0.252
3. C -0.067
4. C -0.249

***

No. 6
Below is a 2-piece molecular cluster, C9H14O overall, with properties calculated with ωB97M-V/def2-TZVPD.

gap between HOMO and LUMO: 9.080 eV
energy above the lowest of the compared OMol25 structures with the same formula, charge and spin: 157.95 kJ/mol
E_LUMO: 0.814 eV
spin multiplicity: 1
SMILES string: Cc1ccc(O)cc1.CC
calculated total energy: -11605.9996 eV
HOMO: -8.3 eV

```
24
C9H14O, DFT ωB97M-V/def2-TZVPD
O 1.5931 -0.8801 2.4302
C -2.1998 2.0572 -0.1872
C -0.1320 -1.5750 -0.6166
C 1.1313 -0.6344 1.1443
C 0.2022 -1.6103 0.6914
C 0.9954 0.4689 -0.8511
C -1.8480 1.2157 1.0583
C -0.3567 -0.1052 -2.7817
C 0.1527 -0.4877 -1.4064
C 1.4360 0.5398 0.4518
H -2.3772 3.0354 0.2022
H 0.3538 -0.3476 -3.5601
H -1.2598 -0.7803 -3.0673
H -1.5517 0.1816 0.8031
H 1.2281 1.4287 -1.4260
H 2.3011 -0.1218 2.6051
H 0.0099 -2.4590 1.3584
H -2.7573 1.1703 1.6564
H -0.6850 1.0174 -2.9435
H -0.9846 1.8173 1.5251
H 1.8510 1.3610 0.9543
H -3.1315 1.6760 -0.6106
H -1.2336 2.1828 -0.8694
H -0.7952 -2.3341 -1.0864
```

Results of the natural (NBO) charge analysis, in e, for atoms 1 through 4:
1. O -0.671
2. C -0.603
3. C -0.172
4. C 0.328